DFT (the ωB97M-V functional and the def2-TZVPD basis) results for a 6-piece molecular cluster, C22H61BF3IN4O21P5 overall in a non-equilibrium geometry.

Values from the calculation:
total energy: -5003.0278 Eh
largest force on an atom: 0.124 hartree/bohr
total charge: +1
E_LUMO: -4.044 eV
Kohn-Sham gap: 0.2732 Ha

Cartesian coordinates (Å):
N  4.9396  1.7337  0.4816
B  4.8293  2.4541  -0.7676
O  5.7772  3.3563  -1.1131
N  3.6740  2.1927  -1.7211
C  2.8944  3.0698  -2.3143
N  1.8863  2.5617  -3.1092
C  0.5083  2.4911  -2.5311
C  0.4496  2.1722  -1.0342
C  0.1703  3.4099  -0.1560
I  -1.4920  3.0604  1.1548
N  3.1212  4.3918  -2.1142
C  2.2341  5.3521  -2.8365
C  2.6909  6.7704  -2.5351
C  2.1447  7.3436  -1.2275
F  1.5990  8.5609  -1.4289
F  1.1696  6.5546  -0.6949
F  3.1218  7.4525  -0.2956
H  5.2420  0.7866  0.2565
H  4.0249  1.6434  0.9169
H  5.9094  3.3921  -2.0660
H  3.4370  1.2303  -1.9237
H  1.8687  3.0377  -4.0047
H  -0.0871  3.3774  -2.7467
H  -0.0022  1.6883  -3.0570
H  -0.4086  1.5183  -0.9170
H  1.3105  1.6091  -0.6804
H  -0.1502  4.2578  -0.7467
H  0.9855  3.6669  0.5099
H  4.0632  4.6357  -2.4030
H  1.1992  5.1920  -2.5658
H  2.3666  5.1812  -3.9055
H  3.7762  6.8508  -2.5249
H  2.3632  7.3956  -3.3615
C  -1.6027  -2.4364  -5.2886
O  -2.5323  -1.7098  -6.1146
P  -2.0166  -0.5002  -7.0630
O  -1.7604  0.6049  -6.1007
O  -3.4511  -0.4556  -7.8102
C  -4.6743  -0.4374  -7.0745
O  -1.2895  -0.0786  -8.4267
C  -1.4203  1.2961  -8.8124
H  -2.1327  -3.2883  -4.8720
H  -0.7617  -2.8046  -5.8739
H  -1.2474  -1.7978  -4.4792
H  -4.5704  0.1494  -6.1610
H  -4.9939  -1.4495  -6.8324
H  -5.4205  0.0244  -7.7170
H  -0.8006  1.9277  -8.1806
H  -2.4596  1.6115  -8.7599
H  -1.0700  1.3502  -9.8401
C  -5.5889  -0.5421  3.6724
O  -6.3678  0.6714  3.5934
P  -5.6664  2.0394  3.9704
O  -5.4490  2.1572  5.4172
O  -6.8209  3.0069  3.4244
C  -8.1370  2.9172  3.9711
O  -4.4964  2.6668  3.1125
C  -3.9958  3.9342  3.5735
H  -6.1758  -1.3435  3.2351
H  -4.6577  -0.4447  3.1152
H  -5.3736  -0.7757  4.7143
H  -8.1022  2.7009  5.0392
H  -8.7107  2.1493  3.4532
H  -8.6148  3.8815  3.8161
H  -3.3955  3.8009  4.4709
H  -4.8068  4.6325  3.7660
H  -3.3682  4.3038  2.7664
C  -4.4303  -1.9561  7.7003
O  -5.0482  -3.2110  7.3431
P  -4.1759  -4.5328  7.4034
O  -3.2159  -4.5912  6.2922
O  -5.3899  -5.5686  7.2338
C  -6.2058  -5.5214  6.0674
O  -3.6233  -5.1216  8.7523
C  -2.8768  -6.3482  8.6490
H  -5.2130  -1.2045  7.7426
H  -3.9473  -2.0158  8.6747
H  -3.6996  -1.6771  6.9414
H  -5.6138  -5.2696  5.1862
H  -7.0106  -4.7974  6.1959
H  -6.6382  -6.5108  5.9369
H  -1.8963  -6.1558  8.2207
H  -3.4174  -7.0753  8.0476
H  -2.7662  -6.7196  9.6637
C  -0.5650  -6.6563  -3.2479
O  0.1641  -7.3131  -4.3050
P  -0.3674  -7.1923  -5.7940
O  -1.5723  -7.9992  -6.0126
O  0.9229  -7.8170  -6.5122
C  1.3291  -9.1502  -6.2022
O  -0.3663  -5.8325  -6.5937
C  -0.8282  -5.8915  -7.9561
H  0.0395  -6.7293  -2.3491
H  -0.7309  -5.6037  -3.4778
H  -1.5192  -7.1571  -3.0901
H  0.4641  -9.7928  -6.0359
H  1.9730  -9.1557  -5.3231
H  1.8918  -9.5203  -7.0557
H  -1.9091  -6.0070  -7.9810
H  -0.3463  -6.7077  -8.4884
H  -0.5535  -4.9434  -8.4111
C  7.0896  3.3520  2.4256
O  7.4960  2.4108  3.4406
P  8.5629  2.8812  4.5203
O  9.9056  2.9770  3.9363
O  8.3972  1.6249  5.5058
C  8.6684  0.3097  5.0316
O  8.2461  3.9906  5.5873
C  9.3009  4.2875  6.5246
H  6.2584  2.9117  1.8863
H  6.7659  4.2924  2.8737
H  7.9139  3.5382  1.7363
H  9.5052  0.3105  4.3319
H  7.7832  -0.1122  4.5546
H  8.9263  -0.2975  5.8962
H  10.0908  4.8498  6.0335
H  9.6979  3.3714  6.9550
H  8.8486  4.8947  7.3031

Atomic forces in eV per Å
N -0.88 -0.02 -0.89
B 0.19 0.06 0.60
O -0.08 -0.51 -0.36
N 0.42 0.22 0.28
C 0.12 -0.28 0.06
N -0.36 0.40 0.34
C -0.34 -0.99 0.01
C -0.59 0.51 -0.02
C -0.06 -0.50 0.22
I 0.16 -0.05 -0.05
N -0.38 0.18 -1.72
C 0.72 -0.11 0.02
C -0.37 0.00 -0.11
C -0.09 0.21 0.28
F 0.39 -0.58 0.27
F 0.47 0.37 -0.18
F -0.61 0.00 -0.45
H 0.38 -0.04 0.52
H 0.07 -0.26 0.16
H 0.17 0.39 -0.10
H -0.16 -0.02 -0.07
H -0.14 0.13 0.04
H 0.25 0.27 0.01
H 0.17 -0.07 -0.22
H 0.06 -0.25 -0.04
H 0.06 -0.02 0.00
H 0.17 0.18 -0.01
H 0.12 0.22 -0.12
H 0.37 0.07 1.07
H -0.06 -0.03 0.07
H -0.21 0.09 -0.11
H 0.08 -0.03 0.10
H -0.18 0.19 0.11
C 0.00 0.08 0.24
O 2.42 -1.64 -1.29
P -4.66 4.30 0.73
O 0.88 -0.47 0.07
O -0.03 0.18 0.08
C -0.03 -0.05 -0.01
O 1.39 -2.51 0.22
C 0.18 0.29 -0.09
H -0.10 0.03 -0.06
H 0.00 -0.06 0.03
H 0.01 0.05 -0.05
H 0.01 -0.02 0.02
H 0.04 -0.02 0.04
H 0.02 0.02 -0.01
H -0.05 -0.04 0.09
H -0.02 -0.06 0.05
H -0.01 -0.10 0.00
C -0.03 -0.14 0.22
O 1.60 -0.49 -1.20
P -2.50 2.27 1.57
O 0.59 -0.38 -0.01
O 0.10 -0.03 -0.01
C -0.08 0.04 0.07
O 0.24 -1.38 -0.65
C 0.30 0.10 0.04
H -0.11 0.08 -0.01
H 0.00 0.02 -0.01
H 0.01 0.02 0.01
H 0.02 -0.01 0.00
H 0.05 -0.05 0.01
H 0.02 0.01 0.00
H -0.08 -0.06 0.05
H -0.08 -0.07 -0.03
H -0.14 0.13 0.09
C 0.04 0.17 -0.21
O 0.67 0.50 1.83
P -1.11 -2.29 -2.60
O 0.43 0.40 0.28
O 0.08 0.03 0.04
C -0.02 -0.04 -0.09
O -0.22 1.35 0.63
C 0.24 -0.09 0.16
H -0.07 -0.07 -0.03
H -0.01 -0.05 0.01
H 0.03 -0.03 0.02
H 0.01 0.01 0.01
H 0.04 0.05 0.02
H 0.01 -0.01 0.01
H -0.04 0.04 -0.09
H -0.04 0.04 -0.03
H -0.05 0.04 0.02
C -0.09 -0.24 0.10
O -0.20 2.08 0.21
P 0.75 -3.30 -2.04
O -0.49 0.54 0.35
O 0.02 0.12 0.08
C 0.00 -0.11 -0.04
O 0.15 0.90 1.41
C -0.20 0.17 -0.15
H 0.04 -0.05 -0.03
H 0.02 0.00 -0.04
H -0.01 0.01 -0.04
H -0.01 0.01 0.01
H -0.04 0.03 0.04
H -0.01 0.02 -0.01
H 0.00 -0.11 0.05
H 0.02 -0.04 0.05
H 0.05 0.00 0.05
C 0.10 0.06 -0.12
O -1.04 1.69 0.31
P 2.10 -2.87 0.99
O -0.11 0.61 -0.29
O -0.04 0.10 -0.03
C 0.09 -0.08 0.00
O -1.17 0.47 -0.85
C 0.08 0.27 0.11
H 0.12 -0.06 0.12
H 0.04 0.00 0.04
H 0.05 0.01 0.06
H -0.01 0.02 -0.01
H -0.01 0.05 -0.04
H 0.01 0.02 0.01
H 0.02 -0.08 -0.08
H -0.02 -0.05 -0.05
H -0.06 -0.02 -0.02

Löwdin atomic charge list, values in e, 2 entries: 0.18, -0.60

---

DFT (the ωB97M-V functional and the def2-TZVPD basis) results for a 2-piece molecular cluster, C5H11S overall in a non-equilibrium geometry.

Values from the calculation:
total energy: -595.2782 Eh
largest force on an atom: 0.025 hartree/bohr
total charge: -1
E_LUMO: 3.744 eV
Kohn-Sham gap: 0.2226 Ha

Cartesian coordinates (Å):
C  0.7208  0.0859  1.6068
C  1.6948  -0.2254  2.6820
C  1.5146  -0.9568  3.8028
H  1.2155  -0.2220  0.6684
H  -0.2375  -0.4589  1.6467
H  0.5202  1.1644  1.5315
H  2.7173  0.1251  2.4784
H  2.2744  -0.8724  4.5660
H  0.5897  -1.5239  4.0500
C  -2.1883  0.3000  -2.8605
C  -0.6511  0.4861  -3.0318
S  0.2764  -0.0056  -1.5621
H  -2.5524  0.8777  -1.9976
H  -2.4071  -0.7609  -2.6523
H  -2.7487  0.6034  -3.7647
H  -0.4462  1.5376  -3.3010
H  -0.2924  -0.1542  -3.8626

Atomic forces in eV per Å
C 0.23 -0.71 -0.63
C -0.14 -0.75 1.05
C -0.46 0.67 -0.60
H -0.50 0.40 0.17
H 0.43 0.24 0.22
H 0.14 -0.33 -0.03
H -0.42 0.31 0.38
H 0.25 -0.63 0.06
H 0.61 0.75 -0.26
C 0.44 -0.14 -0.11
C -0.46 -0.29 -0.33
S -0.05 0.15 0.07
H 0.16 -0.09 -0.24
H 0.09 0.34 -0.07
H 0.12 -0.04 0.20
H -0.06 -0.30 0.04
H -0.36 0.41 0.08

Löwdin atomic charge list, values in e, 2 entries: -0.20, -0.26